# 1
ORCA calculation (wB97M-V/def2-TZVPD) on a 2-piece molecular cluster, C3H6BFO8S overall.

Cartesian coordinates (Å):
O1 -1.8095 1.9646 1.7481
S1 -0.4311 1.5973 1.5464
O2 -0.3659 0.1631 0.8172
O3 0.0986 1.0249 2.9807
B1 0.5830 1.9214 3.9666
O4 1.2825 3.0491 3.6750
O5 0.4151 1.5656 5.2645
H1 -0.6498 -0.5204 1.4467
H2 1.1294 3.4501 2.8167
H3 -0.3243 0.9610 5.3790
C1 -0.4246 -1.2494 -2.1111
C2 -0.6409 -1.2287 -3.6110
O6 0.6435 -1.5460 -4.1062
C3 1.3043 -2.2668 -3.1546
O7 2.3040 -2.8688 -3.3357
O8 0.6361 -2.1976 -1.9778
F1 -1.0081 -0.0066 -4.0648
H4 -0.0926 -0.2755 -1.7534
H5 -1.2933 -1.5720 -1.5453
H6 -1.3564 -1.9653 -3.9812

Atomic forces in eV per Å
O 0.0 -0.1 0.0
S 0.1 0.1 -0.1
O 0.0 0.0 0.2
O -0.3 0.3 0.0
B 0.2 -0.2 0.0
O -0.3 0.1 0.2
O -0.2 0.2 -0.1
H 0.0 -0.1 0.0
H 0.2 -0.1 -0.1
H 0.2 -0.2 0.0
C -0.1 0.0 0.0
C 0.1 0.0 0.0
O -0.1 -0.2 -0.1
C 0.0 0.1 0.0
O 0.1 0.0 0.0
O 0.0 0.0 0.0
F 0.1 0.0 0.0
H 0.0 0.0 -0.1
H 0.0 -0.1 0.0
H -0.1 0.1 0.0

For the HOMO-LUMO gap, the calculation gives 11.35 eV. Its highest occupied orbital energy is -11.15 eV.

# 2
ORCA calculation (wB97M-V/def2-TZVPD) on one molecule with the formula C5H4BrNO2S at a distorted geometry.

Cartesian coordinates (Å):
C1 0.5024 0.6211 -1.0902
C2 -2.2399 -0.1200 -0.5538
C3 0.5418 1.5385 -0.0338
C4 -1.6961 0.8556 0.2658
C5 1.6692 -1.7469 -0.2180
N1 -0.7206 1.7132 0.5512
O1 1.5318 2.1488 0.3419
O2 -2.9128 0.8733 0.6227
S1 1.1636 -0.6920 -1.6428
Br1 -2.1499 -1.8728 0.1128
H1 2.6975 -1.4331 0.3782
H2 1.8168 -2.7676 -0.4945
H3 0.8377 -1.6028 0.5089
H4 -1.0414 2.4847 1.2515

Atomic forces in eV per Å
C 1.3 0.1 -1.3
C 0.2 -0.3 -1.2
C 0.9 0.0 1.0
C -0.3 0.9 0.1
C 1.9 1.8 2.5
N -2.4 1.2 2.2
O -0.7 -0.2 -0.5
O -0.1 0.6 0.8
S -0.1 -0.3 0.6
Br 0.2 -0.6 0.3
H -2.6 -0.3 -1.9
H -0.3 -0.7 -0.4
H 0.6 -0.5 -0.5
H 1.5 -1.6 -1.7

For the HOMO-LUMO gap, the calculation gives 7.60 eV. The energy relative to the best compared isomer or geometry (same formula, charge and spin) is 91.1 kcal per mole. Its highest occupied orbital energy is -8.77 eV.

# 3
ORCA calculation (wB97M-V/def2-TZVPD) on one molecule with the formula CH4Cl4N3P3 at a distorted geometry.

Cartesian coordinates (Å):
C1 2.7464 -0.1584 0.3227
N1 0.4624 1.2403 0.2338
N2 0.3763 -1.4952 0.2699
N3 -1.7583 0.0872 -0.7052
P1 1.2000 0.1107 1.2268
P2 -1.0177 1.4618 -0.1023
P3 -1.1128 -1.4317 0.0166
Cl1 -2.3134 2.1827 1.2294
Cl2 -1.0611 2.8377 -1.5551
Cl3 -2.5209 -1.5683 1.5102
Cl4 -1.6987 -2.7724 -1.3471
H1 3.5238 -0.5242 1.0201
H2 3.0106 0.8206 -0.0229
H3 2.4433 -0.9215 -0.5896
H4 -2.2798 0.1307 -1.5074

Atomic forces in eV per Å
C -0.7 -2.0 -1.5
N -0.2 0.4 0.7
N 0.7 1.4 1.8
N 2.7 -0.6 3.2
P -1.7 -2.2 -1.3
P 0.9 -0.7 -1.2
P -1.0 1.3 -1.0
Cl -0.1 0.2 0.4
Cl -0.4 0.0 -0.1
Cl 0.3 -0.3 -0.1
Cl -0.2 0.0 0.1
H -0.4 -0.1 -0.6
H 0.4 0.5 -0.5
H 1.3 2.1 2.4
H -1.6 -0.1 -2.2

For the HOMO-LUMO gap, the calculation gives 8.83 eV. The energy relative to the best compared isomer or geometry (same formula, charge and spin) is 8.7 kcal per mole. Its highest occupied orbital energy is -8.67 eV. Its structure (SMILES) is CP1N=P(Cl)(Cl)NP(Cl)(Cl)=N1.

# 4
ORCA calculation (wB97M-V/def2-TZVPD) on C40H87BF3IO10SiTa as an isolated structure at a distorted geometry.

Cartesian coordinates (Å):
C1 -3.4788 -3.0535 0.4750
C2 -1.9562 -3.1036 0.3413
C3 -1.2407 -2.3631 1.4838
C4 -1.4735 -2.6763 -1.0432
C5 -1.9253 -3.7075 -2.0848
C6 -1.9499 -1.2975 -1.5156
O1 -2.0532 -0.2948 -0.5102
Ta1 -1.8567 1.6338 -1.1175
I1 0.8919 1.2201 -1.9581
C7 -1.0590 2.3215 0.8600
C8 -2.0060 2.2109 2.0672
C9 -2.1082 0.8202 2.6877
C10 -2.0812 0.8139 4.2190
C11 -1.9717 -0.5958 4.8063
C12 -0.5488 -1.0696 5.1510
C13 0.6037 -0.3705 4.4078
C14 1.7503 -1.3244 3.9972
Si1 2.9190 -0.5258 2.7311
C15 4.6937 -1.0046 3.1277
C16 2.5385 -1.2706 1.0505
C17 2.7492 1.3470 2.6847
C18 2.7697 2.1088 3.8757
C19 2.6304 3.4988 3.8637
C20 2.4565 4.1707 2.6437
C21 2.4425 3.4437 1.4434
C22 2.6028 2.0512 1.4709
C23 -3.9573 2.2202 -0.6507
C24 -4.7347 2.6819 -1.8926
O2 -5.4077 1.6167 -2.5312
C25 -5.7298 3.7682 -1.5263
F1 -6.5431 3.4180 -0.5005
F2 -5.1184 4.9112 -1.1681
F3 -6.5578 4.0698 -2.5541
O3 -2.4292 1.2145 -3.0655
B1 -1.5836 1.5571 -4.0657
O4 -1.0730 0.5834 -4.9382
O5 -1.1960 2.8564 -4.3277
H1 -3.8905 -2.1235 0.0945
H2 -3.7538 -3.1615 1.5225
H3 -3.9379 -3.8880 -0.0522
H4 -1.6718 -4.1541 0.4335
H5 -0.5771 -1.5965 1.0945
H6 -0.6502 -3.0547 2.0828
H7 -1.9581 -1.8611 2.1194
H8 -0.3824 -2.6860 -1.0767
H9 -1.3893 -3.5900 -3.0239
H10 -2.9840 -3.5858 -2.3161
H11 -1.7815 -4.7052 -1.6888
H12 -1.2612 -0.9834 -2.3019
H13 -2.9242 -1.3833 -2.0010
H14 -1.6426 3.3494 -1.7219
H15 -0.7797 3.3719 0.7527
H16 -0.1289 1.7808 1.0480
H17 -1.6504 2.8927 2.8460
H18 -3.0073 2.5553 1.8191
H19 -1.3432 0.1643 2.2872
H20 -3.0600 0.3637 2.4042
H21 -3.0119 1.2704 4.5572
H22 -1.2740 1.4558 4.5714
H23 -2.4575 -1.2877 4.1223
H24 -2.5607 -0.6378 5.7236
H25 -0.4833 -2.1442 4.9785
H26 -0.3850 -0.9337 6.2195
H27 0.2431 0.1103 3.5055
H28 1.0221 0.3722 5.0787
H29 1.2707 -2.1499 3.4705
H30 2.2692 -1.7004 4.8769
H31 4.7366 -2.0927 3.1789
H32 5.3682 -0.6614 2.3475
H33 5.0237 -0.6151 4.0892
H34 1.6829 -1.9418 1.0882
H35 2.3147 -0.5163 0.3008
H36 3.3937 -1.8363 0.6876
H37 2.8954 1.6110 4.8286
H38 2.6397 4.0384 4.7998
H39 2.3139 5.2413 2.6316
H40 2.2642 3.9658 0.5151
H41 2.5735 1.5276 0.5273
H42 -4.4680 1.3512 -0.2402
H43 -3.9436 3.0459 0.0570
H44 -4.0569 3.1512 -2.6023
H45 -6.3345 1.6320 -2.2846
H46 -0.6931 -0.1262 -4.4137
H47 -0.4441 2.7802 -4.9210
C26 -0.8166 6.9143 -0.7347
C27 0.4982 6.4646 -1.3519
C28 0.3961 6.3658 -2.8672
O6 0.9284 5.2202 -0.8033
H48 -1.6023 6.1916 -0.9560
H49 -0.7236 6.9842 0.3502
H50 -1.1206 7.8881 -1.1241
H51 1.2825 7.1757 -1.0822
H52 -0.3576 5.6208 -3.1340
H53 1.3486 6.0505 -3.2948
H54 0.1103 7.3213 -3.3112
H55 0.2767 4.5431 -1.0324
C29 2.5523 -5.1782 -1.7932
C30 1.5945 -5.4110 -0.6355
C31 2.1265 -6.4082 0.3793
O7 0.3195 -5.8361 -1.1247
H56 2.7203 -6.1135 -2.3363
H57 2.1375 -4.4528 -2.4933
H58 3.5160 -4.8088 -1.4400
H59 1.4019 -4.4612 -0.1330
H60 2.2745 -7.3876 -0.0885
H61 1.4106 -6.5293 1.1890
H62 3.0794 -6.0836 0.8008
H63 0.4441 -6.6672 -1.5947
C32 -0.6577 -8.5379 4.8559
C33 -0.1132 -7.2676 4.2198
C34 -1.1693 -6.1747 4.1510
O8 0.4088 -7.5389 2.9195
H64 -1.4877 -8.9300 4.2616
H65 0.1147 -9.3060 4.8998
H66 -1.0212 -8.3500 5.8670
H67 0.7415 -6.9110 4.7960
H68 -2.0122 -6.5022 3.5362
H69 -0.7591 -5.2725 3.6973
H70 -1.5469 -5.9239 5.1431
H71 -0.3158 -7.8547 2.3680
C35 7.2790 0.7445 -0.9418
C36 6.6729 -0.6464 -0.8242
C37 7.1650 -1.5661 -1.9329
O9 5.2522 -0.5740 -0.8236
H72 6.9864 1.2029 -1.8903
H73 6.9181 1.3855 -0.1376
H74 8.3691 0.7090 -0.8999
H75 6.9343 -1.0752 0.1451
H76 6.8703 -1.1693 -2.9083
H77 6.7244 -2.5578 -1.8292
H78 8.2519 -1.6628 -1.9170
H79 4.9714 -0.2032 -1.6678
C38 -3.5513 4.9869 -6.6610
C39 -2.3627 5.7270 -7.2494
C40 -1.5491 4.8264 -8.1682
O10 -1.5449 6.2504 -6.2052
H80 -3.1872 4.1520 -6.0568
H81 -4.1211 5.6423 -6.0018
H82 -4.2216 4.6036 -7.4320
H83 -2.7036 6.6001 -7.8095
H84 -1.1648 3.9703 -7.6076
H85 -0.6975 5.3689 -8.5804
H86 -2.1557 4.4484 -8.9928
H87 -1.2482 5.5079 -5.6644

Atomic forces in eV per Å
C 0.2 -0.2 0.0
C 0.2 -0.1 0.2
C 0.0 0.0 -0.3
C -0.3 -0.1 -0.4
C -0.3 0.3 0.0
C -0.2 -0.3 0.1
O 0.5 1.4 -1.0
Ta -1.1 -1.9 0.5
I 0.1 0.1 0.0
C -0.5 0.1 -0.7
C 0.2 0.1 0.3
C -0.3 -0.1 0.1
C -0.1 0.0 -0.3
C -0.1 0.3 0.3
C 0.1 0.0 -0.2
C 0.3 -0.8 0.2
C -0.4 0.7 -0.1
Si 0.2 -0.3 -0.2
C -0.3 0.0 0.2
C -0.1 0.1 0.0
C 0.0 0.7 0.0
C 0.0 0.2 -0.6
C 0.0 -0.4 -0.7
C 0.1 -0.8 0.0
C 0.1 -0.1 0.9
C 0.0 0.4 0.6
C 0.5 0.3 -0.7
C 0.0 0.0 0.4
O 0.1 -0.1 -0.3
C -0.2 0.3 0.0
F 0.0 -0.1 -0.1
F 0.0 -0.2 0.0
F 0.1 0.0 0.0
O 0.9 0.8 1.4
B -0.1 -0.4 -0.4
O 0.3 0.3 0.0
O -0.3 0.2 -0.3
H -0.1 0.2 0.0
H -0.1 0.1 0.1
H -0.1 0.0 -0.2
H 0.0 -0.1 0.0
H 0.1 0.1 0.0
H 0.1 -0.1 0.2
H -0.1 0.0 0.2
H 0.2 0.1 0.4
H 0.1 -0.1 -0.1
H -0.1 0.0 0.0
H 0.2 -0.2 -0.2
H 0.1 0.1 -0.1
H -0.2 -0.1 0.0
H 0.0 0.1 0.1
H 0.1 0.1 0.0
H 0.1 -0.1 0.1
H 0.1 0.1 0.1
H -0.1 0.1 0.0
H 0.2 0.0 -0.1
H 0.0 -0.2 -0.2
H -0.1 0.1 0.1
H 0.1 0.0 0.1
H 0.0 -0.1 -0.1
H -0.1 -0.1 0.1
H 0.0 -0.1 0.0
H 0.0 0.0 0.1
H 0.0 0.3 0.0
H -0.1 0.5 -0.2
H 0.2 -0.3 0.0
H 0.1 -0.2 0.1
H 0.1 -0.1 0.0
H 0.1 0.1 -0.1
H 0.1 0.1 0.1
H -0.1 -0.1 0.1
H 0.0 0.0 -0.1
H 0.1 0.0 -0.1
H 0.0 -0.1 0.1
H 0.0 0.1 0.0
H 0.0 0.1 0.0
H 0.1 0.0 -0.1
H 0.0 -0.1 0.0
H -0.1 0.0 0.3
H 0.1 -0.1 0.3
H 0.0 0.0 -0.3
H -0.1 -0.1 0.1
H -0.2 -0.3 0.0
H 0.1 0.1 -0.1
C 0.0 0.0 0.2
C -0.1 -0.2 -0.2
C 0.0 0.0 0.0
O 0.0 0.2 0.1
H -0.1 -0.1 -0.1
H 0.0 0.0 0.0
H 0.0 0.0 0.0
H 0.0 0.0 0.0
H 0.0 0.0 0.0
H 0.0 0.0 0.0
H 0.0 0.0 0.0
H -0.1 -0.1 -0.1
C -0.1 0.0 0.0
C 0.2 -0.1 -0.1
C -0.1 0.0 0.0
O 0.0 0.0 0.1
H 0.0 0.0 0.0
H 0.0 0.0 0.0
H 0.0 0.0 0.0
H -0.1 0.0 0.0
H 0.1 0.0 0.0
H 0.1 0.0 0.0
H 0.0 0.0 0.0
H 0.0 0.0 0.0
C 0.1 -0.1 0.0
C -0.3 0.0 0.0
C 0.1 0.1 0.0
O 0.0 -0.1 0.2
H 0.0 0.0 0.0
H 0.0 0.0 0.0
H 0.0 0.0 0.0
H 0.0 0.0 0.0
H 0.0 0.0 0.0
H 0.0 0.0 0.0
H 0.0 0.0 0.0
H 0.0 0.0 0.0
C 0.0 0.0 0.1
C 0.0 0.1 -0.2
C -0.1 -0.1 0.0
O 0.1 -0.1 0.1
H 0.0 0.0 0.0
H 0.0 0.0 0.0
H 0.0 0.0 0.0
H 0.0 0.0 0.0
H 0.0 0.0 0.0
H 0.0 0.0 0.0
H 0.0 0.0 0.0
H -0.1 0.0 0.0
C 0.0 0.1 0.2
C 0.0 -0.2 0.1
C 0.1 0.1 0.0
O 0.0 0.1 -0.1
H -0.1 -0.1 0.0
H 0.0 0.0 0.0
H 0.1 0.0 0.0
H 0.0 0.1 0.0
H 0.0 0.0 0.0
H 0.0 0.0 0.0
H 0.0 0.0 0.0
H -0.1 0.0 0.1

For the HOMO-LUMO gap, the calculation gives 8.09 eV. Its highest occupied orbital energy is -5.97 eV. Its charge is -1.